DFT (the ωB97M-V functional and the def2-TZVPD basis) results for a single C26H30N2O4S molecule.

CARTESIAN COORDINATES (ANGSTROEM)
C: -5.7341 -1.9332 -1.4484
C: -4.5572 -2.9011 -1.4315
C: -3.3158 -2.2987 -0.8612
C: -3.0987 -1.0545 -0.3709
C: -1.7723 -0.8222 0.0837
C: -1.2573 0.5003 0.5931
C: -0.0893 0.9168 -0.2714
C: -0.1714 0.8666 -1.6508
C: 0.9263 1.1929 -2.4347
C: 2.1272 1.5602 -1.8520
O: 3.2697 1.8707 -2.5299
C: 3.2332 1.8619 -3.9340
C: 2.2184 1.6195 -0.4438
O: 3.4344 1.9792 0.0521
C: 3.5907 2.0445 1.4479
C: 1.1085 1.3086 0.3213
N: -2.3482 1.4786 0.6149
C: -1.9244 2.8642 0.5271
C: -3.1719 3.7454 0.4432
O: -4.0074 3.5795 1.5643
C: -4.3830 2.2291 1.7009
C: -3.1593 1.3214 1.8116
C: -0.9841 -1.9244 -0.0806
N: 0.3762 -2.0724 0.1602
C: 1.0446 -1.6044 1.2557
O: 0.4821 -1.1848 2.2484
C: 2.5262 -1.6355 1.1242
C: 3.2915 -1.7672 2.2797
C: 4.6716 -1.7273 2.2107
C: 5.2976 -1.5349 0.9896
C: 4.5416 -1.3878 -0.1619
C: 3.1613 -1.4436 -0.1002
S: -1.8672 -3.2618 -0.7705
H: -6.6086 -2.4228 -1.8699
H: -5.9750 -1.6063 -0.4399
H: -5.5032 -1.0599 -2.0530
H: -4.8222 -3.7874 -0.8464
H: -4.3493 -3.2438 -2.4501
H: -3.8416 -0.2808 -0.3569
H: -0.8705 0.3473 1.6173
H: -1.0964 0.5721 -2.1221
H: 0.8315 1.1469 -3.5080
H: 2.5029 2.5784 -4.3248
H: 3.0070 0.8647 -4.3279
H: 4.2313 2.1561 -4.2552
H: 3.3951 1.0776 1.9223
H: 2.9394 2.8057 1.8901
H: 4.6308 2.3216 1.6121
H: 1.1646 1.3458 1.3974
H: -1.3234 3.0055 -0.3721
H: -1.3264 3.1663 1.4055
H: -2.8970 4.8014 0.4200
H: -3.7254 3.4909 -0.4738
H: -4.9938 2.1699 2.6035
H: -4.9853 1.9222 0.8313
H: -3.4748 0.2815 1.9052
H: -2.5893 1.5949 2.7178
H: 0.8976 -2.6008 -0.5244
H: 2.7831 -1.8957 3.2238
H: 5.2594 -1.8356 3.1101
H: 6.3751 -1.4897 0.9362
H: 5.0278 -1.2164 -1.1102
H: 2.5801 -1.2924 -0.9986

Summary:
Energy above the lowest of the compared OMol25 structures with the same formula, charge and spin ... 1.613 eV
Gap between HOMO and LUMO ... 8.30 eV
HOMO ... -7.84 eV
E_tot ... -1817.3967 a.u.

=====

DFT (the ωB97M-V functional and the def2-TZVPD basis) results for a molecular structure, C10H30ClO10Zn at a distorted geometry.

CARTESIAN COORDINATES (ANGSTROEM)
Zn: -1.4383 -2.7160 -1.1701
Cl: -0.3610 -0.6425 -0.1338
C: -1.8414 3.5726 2.6800
C: -2.0184 2.7708 1.4171
O: -2.1509 1.4191 1.6671
O: -3.0823 3.6114 3.4562
H: -1.4883 4.5575 2.3745
H: -1.1151 3.0988 3.3404
H: -1.1473 2.9573 0.7890
H: -2.7946 3.1654 0.7615
H: -1.6958 1.0022 0.9318
H: -3.1910 2.7270 3.8134
C: -1.0306 2.7594 -2.6653
C: -1.7666 3.3937 -3.7877
O: -3.0772 2.8424 -3.9603
O: -1.3945 1.4071 -2.5175
H: -1.3496 3.2515 -1.7464
H: 0.0535 2.6858 -2.7508
H: -1.1953 3.1524 -4.6840
H: -1.7093 4.4821 -3.7978
H: -3.6290 3.5787 -4.2341
H: -1.0392 1.1487 -1.6640
C: 0.1423 -5.0852 2.1648
C: 0.3199 -4.9954 0.6337
O: 0.0362 -3.7098 0.0839
O: 1.1764 -4.4690 2.9711
H: 0.1485 -6.1145 2.5232
H: -0.9007 -4.8057 2.3135
H: -0.3097 -5.7476 0.1583
H: 1.2885 -5.3542 0.2856
H: 0.7158 -3.1452 0.4594
H: 1.9684 -4.9947 2.8370
C: 1.4918 -0.0998 -4.8125
C: 1.8560 -0.1904 -3.3440
O: 2.4104 -1.4790 -3.0721
O: 0.4281 -0.8944 -5.1779
H: 2.3867 -0.2906 -5.4048
H: 1.1684 0.8862 -5.1462
H: 0.9748 -0.0764 -2.7126
H: 2.6713 0.5149 -3.1828
H: 3.2287 -1.4666 -3.5740
H: 0.4963 -1.7779 -4.8087
C: 1.1849 -0.4339 3.5226
C: 2.5397 0.0076 4.1632
O: 2.5719 -0.2141 5.5567
O: 0.6534 0.6876 2.8289
H: 0.5092 -0.7070 4.3330
H: 1.2261 -1.2524 2.8039
H: 2.6893 1.0639 3.9396
H: 3.3797 -0.4857 3.6741
H: 1.6938 -0.0279 5.8971
H: 0.3164 0.4319 1.9671

Summary:
Energy above the lowest of the compared OMol25 structures with the same formula, charge and spin ... 3.869 eV
Gap between HOMO and LUMO ... 3.19 eV
HOMO ... -11.80 eV
E_tot ... -3390.4582 a.u.
Total charge ... +1

=====

DFT (the ωB97M-V functional and the def2-TZVPD basis) results for a single C4H8O3 molecule.

CARTESIAN COORDINATES (ANGSTROEM)
C: -0.7213 0.5730 -1.5376
C: -0.7384 -0.4175 -0.3641
O: -0.3306 -1.6327 -0.9308
C: 0.1336 -0.1099 0.9514
O: 0.7921 -1.2738 1.3994
C: 1.1097 1.0529 0.9106
O: 2.2567 0.9266 1.2622
H: -1.4359 0.2024 -2.2827
H: -1.0467 1.5822 -1.2732
H: 0.2499 0.6255 -2.0431
H: -1.8066 -0.4762 -0.0531
H: -0.2284 -2.2730 -0.2153
H: -0.5798 0.1699 1.7415
H: 1.6485 -1.0162 1.7888
H: 0.6974 2.0667 0.6460

Summary:
Energy above the lowest of the compared OMol25 structures with the same formula, charge and spin ... 1.744 eV
Gap between HOMO and LUMO ... 10.89 eV
HOMO ... -10.17 eV
E_tot ... -382.9007 a.u.